DFT (ωB97M-V/def2-TZVPD) results for C44H43AsClF7N4O5Ru as an isolated structure.

Geometry as XYZ:
```
106
Properties=species:S:1:pos:R:3
O -1.32 -0.32 -1.06
Ru -0.22 0.74 0.52
O 0.94 2.78 1.31
C -5.53 -6.30 -0.31
H 6.72 1.97 2.10
C 6.53 0.14 -0.75
H 8.10 -1.32 -0.87
H 4.98 -0.77 -2.80
C -3.25 -6.70 -1.02
C 2.37 -0.31 1.86
C -2.54 -2.70 -1.86
As -1.27 -4.45 2.03
C 3.12 -1.63 -0.46
N 3.70 2.46 -1.30
H 7.56 -0.73 -2.44
H -5.68 -3.63 0.17
C -4.20 2.58 3.78
F 0.36 -4.77 2.44
C 3.85 6.12 -0.91
C 7.23 -1.00 -1.44
C -2.56 -0.44 -0.85
C -7.57 -1.47 -0.36
H -6.38 -2.11 1.35
C -3.21 -1.71 -1.14
O 0.88 2.05 -0.76
F -0.98 -2.84 1.54
C 5.44 0.77 -1.36
H -5.80 -7.89 1.20
H -5.24 0.70 3.69
N -3.88 -7.06 1.34
C -4.30 1.22 3.55
C -4.45 -2.02 -0.54
H -3.76 -8.62 -0.05
O -1.69 2.15 0.28
H 5.66 0.70 -3.49
H -5.84 -7.08 -1.02
C 1.25 2.91 0.11
C 4.82 1.83 -0.70
C 2.11 4.05 -0.32
H -5.27 1.00 0.56
C -3.39 0.57 -0.28
H -7.69 -0.59 -0.98
N -4.28 -5.71 -0.75
H 0.80 5.54 0.45
C 6.37 1.63 1.13
H 4.53 6.93 -1.13
H 2.32 7.42 -0.11
H 4.78 3.07 1.05
H 7.84 0.08 0.95
C -2.97 3.21 3.62
H -3.45 -6.12 1.47
C 3.90 -1.73 0.68
C 2.61 6.40 -0.33
C -3.18 0.50 3.15
C -1.86 2.48 3.22
H -2.18 -7.94 0.44
H -6.70 -0.40 1.30
H -2.29 -6.20 -1.08
F -1.03 -5.02 0.41
C 1.75 5.35 -0.03
C -4.65 0.24 0.12
H -1.63 -2.45 -2.38
H -6.32 -5.56 -0.28
H 5.16 4.60 -1.67
H 3.99 0.68 -2.96
C 1.56 -0.22 0.74
N -5.17 -1.00 0.06
H 2.90 1.85 -1.42
C -6.47 -1.26 0.67
H 6.57 -1.87 -1.56
H 2.11 0.21 2.78
H 4.81 -2.33 0.66
H 3.40 -2.14 -1.37
F -1.77 -6.11 2.43
F -2.46 -4.89 -2.68
H -0.92 2.97 3.06
H -7.35 -2.32 -1.01
C -5.34 -6.91 1.10
H 0.15 0.65 3.09
C 1.97 -0.85 -0.44
H 1.38 -0.75 -1.35
Cl -3.38 -1.22 2.87
C -4.10 -4.36 -1.06
C -3.04 -3.96 -1.89
H -5.72 -6.25 1.88
C 3.33 3.77 -0.94
C 4.20 4.82 -1.21
C 3.54 -1.06 1.83
H -2.88 4.27 3.79
C 4.98 0.32 -2.72
C -2.95 1.99 0.01
C -3.21 -7.70 0.16
C 5.28 2.26 0.54
C 6.99 0.57 0.49
C -4.85 -3.36 -0.47
H -3.42 -7.25 -1.96
H -5.07 3.14 4.09
F -1.67 -3.96 3.63
C -0.73 0.37 2.52
H -3.68 -7.58 2.19
F -3.00 -4.19 1.59
H 4.17 -1.11 2.71
H -0.87 -0.72 2.55
C -1.94 1.11 2.97
H -8.52 -1.67 0.15
O -3.78 2.87 0.00
```

## Properties
Spin multiplicity: 5
HOMO level (spin up / spin down), eV: -7.22 / -7.23
Energy, eV: -157492.566
ΔE to the lowest compared entry with this formula, charge and spin, eV: 0.000
Orbital gap (spin up / spin down), eV: 6.67 / 6.09